#1
20
Properties=species:S:1:pos:R:3:nbo_charge:R:1 method="wB97M-V/def2-TZVPD" gap_ev=9.21 smiles="CCC(=O)NC=O.C=C" e_homo_ev=-9.44
N -1.17090 -0.88872 -0.00138 -0.785
H -0.06899 0.91793 1.59542 0.242
C 0.22591 -0.08974 1.88843 -0.515
H -0.47928 -0.13041 -3.04739 0.202
H 0.17828 -0.17490 2.97398 0.230
C -0.09387 0.27120 -2.11341 -0.553
H -2.41381 0.32890 -1.35206 0.165
H 2.35471 0.31219 1.85338 0.216
C 0.78892 1.26415 -2.09968 -0.281
H 1.16964 1.73426 -2.99899 0.197
H -0.25032 -0.55843 -1.15667 0.356
C -0.75025 -1.09266 1.32639 0.699
C -1.57883 0.57775 -0.68503 0.549
C 1.65238 -0.38806 1.40091 -0.596
O -1.11412 -2.08071 1.92729 -0.585
H -1.82039 -1.62474 -0.26961 0.401
H 1.95082 -1.39999 1.67710 0.215
H 1.72999 -0.28543 0.31826 0.204
H 1.11287 1.71345 -1.16608 0.194
O -1.42276 1.59398 -0.07084 -0.555

---

#2
20
Properties=species:S:1:pos:R:3:nbo_charge:R:1 method="wB97M-V/def2-TZVPD" gap_ev=8.34 smiles="CN(C)C(=O)O.C#CC" e_homo_ev=-7.60
O 1.23410 0.62241 2.10668 -0.681
C 0.51630 -0.43559 1.68130 0.959
C -1.15845 0.79971 -0.14530 0.064
H -0.11837 -1.71910 -1.36690 0.201
H -0.33655 1.72530 -1.90975 0.216
H -1.22361 0.22356 -2.22499 0.214
C -1.71814 0.95589 0.97932 -0.490
N 0.39148 -0.42244 0.22417 -0.443
C 1.57563 0.10044 -0.48802 -0.408
O 0.30919 -1.41101 2.34767 -0.584
H -1.08566 -1.86913 0.10483 0.235
H 1.48963 -0.08665 -1.55651 0.211
H 1.59208 1.17783 -0.34143 0.223
H 1.37791 0.50887 3.05672 0.506
C -1.18544 1.11449 -1.59124 -0.698
H 0.55066 -2.54003 0.07666 0.208
H -2.53900 1.61322 1.21646 0.223
C -0.07892 -1.72579 -0.27951 -0.411
H 2.49843 -0.31337 -0.08278 0.204
H -2.09128 1.68139 -1.80738 0.252

---

Order of stability, best first: #1, #2

---

#1
20
Properties=species:S:1:pos:R:3:nbo_charge:R:1 method="wB97M-V/def2-TZVPD" gap_ev=8.91 e_homo_ev=-8.12
H -0.65177 -1.89790 0.78210 0.185
H -1.88565 1.72949 -0.37813 0.200
C 0.86994 -0.69321 -1.48071 -0.448
O 0.29664 1.72586 -1.47627 -0.660
H -1.75125 -1.03936 1.85606 0.214
C 0.33684 0.56170 -0.80323 0.362
C -0.79486 -0.96522 1.33944 -0.411
O 1.76525 1.26640 1.11885 -0.593
C 1.87476 -0.84239 -0.30760 -0.492
C -1.94818 0.89132 0.31311 -0.397
H 1.78822 -1.77034 0.25417 0.220
H 2.90992 -0.66536 -0.59084 0.247
H -2.70246 0.18927 -0.06180 0.174
H -0.04806 -0.90892 2.13581 0.200
H 0.21379 2.44073 -0.82061 0.497
H -2.28414 1.31877 1.26077 0.192
C 1.26485 0.41110 0.39286 0.575
N -0.68298 0.20614 0.49475 -0.515
H 1.30273 -0.47637 -2.45532 0.231
H 0.12641 -1.48170 -1.57340 0.219

---

#2
20
Properties=species:S:1:pos:R:3:nbo_charge:R:1 method="wB97M-V/def2-TZVPD" gap_ev=8.99 e_homo_ev=-8.85
N -1.03987 -2.21019 0.62687 -0.827
H 3.02827 0.25791 0.00716 0.211
H 0.77154 0.77044 1.14936 0.220
H 2.12595 -0.23246 -1.44092 0.225
H -0.83410 -2.20117 -0.36383 0.426
C 0.66326 1.95071 -0.63369 -0.309
O -1.56798 -0.99002 2.46572 -0.612
O -0.40112 -0.55311 -1.65900 -0.675
C 2.08439 -0.15304 -0.35571 -0.609
H 1.96076 -1.15946 0.04486 0.222
C -0.50992 0.25130 -0.71695 0.428
H -2.56006 0.01007 -0.17432 0.242
H 0.48295 2.85105 -0.05703 0.231
H -0.89544 -3.04383 1.17318 0.404
H -0.66162 1.57271 -1.09762 0.182
H 1.08092 2.06986 -1.62785 0.234
C -1.39443 -1.07141 1.26365 0.676
C -1.60813 0.13695 0.34691 -0.553
C 0.93045 0.71799 0.07587 -0.357
H -1.65583 1.02570 0.97334 0.240

---

#3
20
Properties=species:S:1:pos:R:3:nbo_charge:R:1 method="wB97M-V/def2-TZVPD" gap_ev=7.43 smiles="CC(C)(C)N(O)C=C=O" e_homo_ev=-6.75
H 1.54723 1.60536 -0.75494 0.225
C 0.93535 -1.51631 1.36347 -0.343
H 0.01175 2.17683 -1.45089 0.211
C -0.15885 0.33204 -0.30091 0.179
H -0.30142 -0.01071 -2.44354 0.231
H 0.31616 2.40118 0.24954 0.213
H 1.48922 -1.74553 2.26816 0.270
H -2.13370 -0.45699 0.18071 0.219
H 0.51347 1.08934 2.47975 0.459
N 0.65278 -0.20072 1.09980 -0.208
H 1.07684 -0.82502 -1.66273 0.234
H -2.16520 0.97013 -0.85208 0.217
C 0.42673 -2.46177 0.60381 0.605
C -1.64970 0.50748 -0.00002 -0.637
H -1.81069 1.14900 0.87193 0.211
H -0.62190 -1.41856 -1.56243 0.225
O 1.25850 0.67372 2.00954 -0.545
O 0.11405 -3.42985 0.01518 -0.476
C 0.47188 1.70017 -0.57573 -0.628
C 0.02751 -0.53978 -1.53860 -0.662

---

Order of stability, best first: #2, #1, #3

---

#1
20
Properties=species:S:1:pos:R:3:nbo_charge:R:1 method="wB97M-V/def2-TZVPD" gap_ev=9.17 smiles="C=C(O)CC(=O)N(C)C" e_homo_ev=-8.44
N -0.51309 -0.83622 0.33220 -0.471
H 1.03697 0.27872 -2.19804 0.223
H -1.30369 1.82038 0.49034 0.238
C -0.94279 1.39860 -0.44949 -0.550
H -1.31866 1.96383 -1.30673 0.256
C 1.43139 0.91978 -1.41457 -0.565
H 0.91418 -2.19873 -0.36094 0.193
H -0.27661 -2.92821 0.70139 0.192
O 1.14932 2.10748 0.62213 -0.697
H -0.70552 -2.54716 -0.93950 0.238
C -0.38056 -0.53744 1.75401 -0.402
C -1.31465 -0.05657 -0.56088 0.699
H -0.79565 -1.36235 2.33887 0.195
O -1.85791 -0.53682 -1.54830 -0.588
H 2.45252 1.26912 -1.50714 0.201
H -0.87418 0.39208 2.03595 0.211
H 2.11206 2.16667 0.50075 0.480
H 0.68440 -0.45322 1.98362 0.197
C 0.64418 1.31854 -0.39401 0.370
C -0.14170 -2.17848 -0.07965 -0.419

---

#2
20
Properties=species:S:1:pos:R:3:nbo_charge:R:1 method="wB97M-V/def2-TZVPD" gap_ev=9.08 smiles="CC(=O)C=O.C=CNC" e_homo_ev=-8.45
C 0.08333 -1.11901 -0.44310 0.037
N 1.45108 -1.15767 -0.54650 -0.572
O -2.26095 1.77817 0.04221 -0.560
H -0.92234 -0.87864 2.60277 0.223
H -1.79992 -0.55113 -1.25026 0.235
H -0.36061 0.31878 -1.97189 0.223
H -2.25674 -0.41044 1.47071 0.235
H 1.81855 -0.17583 -2.34881 0.199
C -1.37575 -0.07318 2.01991 -0.719
O 0.80216 0.76293 1.34166 -0.612
H 2.04135 0.85144 -0.90223 0.206
C -0.74570 -0.33775 -1.21018 -0.498
H -1.69223 0.71934 2.70614 0.255
H 1.91671 -1.41187 0.31208 0.394
C 2.16833 -0.16122 -1.31223 -0.425
C -1.07971 1.54022 0.05918 0.337
C -0.36147 0.50575 1.06927 0.487
H 3.23079 -0.41441 -1.29956 0.213
H -0.31881 2.16656 -0.44544 0.123
H -0.33806 -1.95205 0.10626 0.219

---

Order of stability, best first: #1, #2

---

#1
20
Properties=species:S:1:pos:R:3:nbo_charge:R:1 method="wB97M-V/def2-TZVPD" gap_ev=10.38 smiles="CC(C)(CC=O)C(N)=O" e_homo_ev=-9.66
C -0.48091 -1.12556 0.76087 -0.518
H -1.23711 2.22505 0.44385 0.218
H -0.64253 -1.00885 1.83265 0.226
H -0.70283 1.16334 -1.85747 0.221
C -0.38452 0.27316 0.09177 -0.112
H -0.74078 1.39389 1.90583 0.233
N 1.87184 0.41680 -0.95313 -0.831
O 1.51866 1.56606 0.95081 -0.617
H -0.50384 -0.59228 -1.90841 0.216
O 1.22763 -2.21155 -0.55723 -0.556
C -1.20258 1.25527 0.93232 -0.600
C -0.92399 0.23311 -1.33829 -0.613
C 0.78501 -1.88686 0.52328 0.464
C 1.12343 0.81891 0.08693 0.673
H -2.00597 0.10503 -1.31914 0.211
H 1.62876 -0.45475 -1.45355 0.422
H -1.31028 -1.67508 0.31341 0.241
H 2.83607 0.71204 -0.96267 0.402
H 1.36306 -2.09998 1.44119 0.118
H -2.21909 0.89224 1.06699 0.203

---

#2
20
Properties=species:S:1:pos:R:3:nbo_charge:R:1 method="wB97M-V/def2-TZVPD" gap_ev="7.58 / 7.58" e_homo_ev="-8.71 / -8.71"
H 0.33331 2.49945 -0.82888 0.221
C -0.14609 1.52970 -0.73124 -0.136
H -0.76785 -2.59225 1.32867 0.207
H 0.82633 -2.52883 -1.84437 0.212
H 0.97935 -2.02205 1.12707 0.205
H -1.55185 -0.60677 0.12499 0.208
H -2.00791 1.38998 1.43195 0.207
H 2.06993 -1.41601 -1.18218 0.202
O 1.24553 0.91229 1.12839 -0.609
C -0.98020 1.62965 1.70198 -0.691
H -0.78834 1.30974 2.72906 0.235
C 0.04222 0.97363 0.76618 0.448
H -1.20310 1.55025 -1.00746 0.172
C 1.20016 -1.50849 -1.83627 -0.452
H -0.86305 2.71463 1.65191 0.232
C -0.49314 -0.77470 0.27844 -0.176
H 1.49641 -1.22256 -2.84585 0.227
O 0.56673 0.64360 -1.54807 -0.344
C -0.07531 -1.84321 0.97261 -0.319
N 0.11688 -0.63806 -1.41694 -0.046

---

Order of stability, best first: #1, #2

---

#1
17
Properties=species:S:1:pos:R:3:nbo_charge:R:1 method="wB97M-V/def2-TZVPD" gap_ev=9.94 smiles="CNC(N)=O.O.O" e_homo_ev=-9.81
H -1.89044 1.92893 0.06262 0.215
N 0.03849 -1.22382 1.57756 -0.845
C -0.87844 2.20589 0.17793 -0.390
H 2.53894 0.24993 -1.32529 0.486
H -0.42094 2.44144 -0.78012 0.193
H 1.74213 -1.22630 -1.12610 0.482
H -0.06595 -1.71764 2.34304 0.392
H -0.73621 3.15490 0.72019 0.210
H -0.12747 -1.35934 -1.99751 0.464
H 0.45937 -1.55891 0.74718 0.391
H -1.17890 -2.17193 -1.48039 0.471
H 0.66040 0.65850 -0.00668 0.361
O -0.23683 -2.32525 -1.86529 -0.931
N -0.10131 1.01482 0.71274 -0.628
O -1.57570 0.50551 2.29280 -0.670
C -0.54783 0.09197 1.61635 0.761
O 2.32068 -0.66871 -1.66902 -0.962

---

#2
17
Properties=species:S:1:pos:R:3:nbo_charge:R:1 method="wB97M-V/def2-TZVPD" gap_ev=9.68 smiles="CNC(N)=O.O.O" e_homo_ev=-9.58
H -1.13653 -0.23194 1.29154 0.385
O 2.24923 0.84927 2.16891 -0.915
H 1.36178 -1.12961 -1.71722 0.227
N -0.55636 -0.62201 -1.10903 -0.642
H 0.18629 -1.07621 -3.03988 0.195
N -1.29469 -1.14925 0.90110 -0.869
H 0.85129 0.45542 -2.38378 0.193
H -1.54452 -1.80679 1.61749 0.389
C 0.52295 -0.56374 -2.12115 -0.421
H -0.14182 2.82401 0.15601 0.500
O 0.04522 -2.65725 -0.18104 -0.637
O -0.74856 2.29616 0.67102 -0.997
H 1.94357 1.15277 1.29173 0.457
C -0.50482 -1.56832 -0.14852 0.766
H -1.30166 0.06698 -1.12662 0.411
H 1.34473 0.53135 2.34002 0.458
H -1.27606 2.62916 1.38941 0.499

---

Order of stability, best first: #2, #1

---

#1
22
Properties=species:S:1:pos:R:3:nbo_charge:R:1 method="wB97M-V/def2-TZVPD" gap_ev="7.53 / 7.87" e_homo_ev="-6.54 / -6.87"
H 2.27487 0.52936 -0.69890 0.224
H 0.28334 -2.57513 -1.27102 0.203
H 0.52679 -0.85310 0.58327 0.239
H -2.53397 0.80466 -1.26071 0.234
H -2.65052 1.41531 0.50037 0.246
C -2.08127 0.93833 -0.28647 -0.486
H 0.50884 0.24380 -2.55166 0.175
C -0.78661 -0.03531 3.12372 -0.501
H -0.14857 1.93325 2.65292 0.165
C 0.37506 0.14732 0.19547 -0.147
H 1.79657 -1.71745 -1.57345 0.198
C -0.38519 0.92523 2.30924 -0.261
C 0.01477 -0.56894 -2.02710 -0.415
H -1.02524 -0.67974 -2.31997 0.174
H 2.09772 1.12963 0.95553 0.235
H 0.86266 -2.36125 -2.91619 0.215
C -0.87356 0.52991 -0.04959 0.211
C 0.77584 -1.86235 -1.94026 -0.664
H 1.31670 1.99157 -0.38501 0.224
H -1.01922 -1.03744 2.75825 0.181
H -0.91646 0.09231 4.20217 0.192
C 1.58744 1.01005 -0.00061 -0.641

---

#2
22
Properties=species:S:1:pos:R:3:nbo_charge:R:1 method="wB97M-V/def2-TZVPD" gap_ev=4.30 e_homo_ev=-5.98
C 1.33345 0.88105 2.59775 -0.363
H 2.06836 1.54206 3.04467 0.198
H 1.10973 -2.05796 -2.77855 0.191
C 0.05838 1.03844 -1.50388 -0.544
H -1.94132 -1.07979 -0.51123 0.200
H -1.52627 1.93151 5.93175 -0.001
H 0.21042 0.81862 -2.55790 0.224
H -1.86285 -2.34874 -2.68455 0.208
H -1.78272 2.45821 6.41636 0.001
H 0.81943 1.74426 -1.17867 0.197
C 0.08600 -0.31142 -0.71333 -0.371
C -1.00677 -1.77168 -2.33944 -0.242
C 1.14813 0.80661 1.26678 -0.254
H -0.89946 1.54015 -1.37774 0.216
C -1.11266 -1.00807 -1.19643 -0.168
C 0.20432 -0.07995 0.70045 -0.102
H 0.96235 -0.87212 -1.07502 0.289
H 0.95773 0.08004 3.21405 0.186
C 0.09912 -1.92192 -3.14645 -0.461
H 1.62602 1.54548 0.63933 0.204
H -0.09347 -2.33409 -4.12764 0.195
H -0.45792 -0.60072 1.37969 0.195

---

Order of stability, best first: #2, #1

---

#1
10
Properties=species:S:1:pos:R:3:nbo_charge:R:1 method="wB97M-V/def2-TZVPD" gap_ev=10.32 smiles="N=C=CC=O.N#N" e_homo_ev=-9.60
C -0.51212 0.54929 -0.17249 -0.569
N 2.25529 0.32426 0.86767 -0.014
H -0.43970 -1.84822 -2.22954 0.391
H -0.06066 1.47790 -0.51360 0.259
H 0.15561 0.64576 1.90237 0.127
C -0.71389 0.34318 1.29018 0.415
N -1.14071 -1.17419 -1.92673 -0.606
C -0.82096 -0.35959 -1.07755 0.490
O -1.70511 -0.12277 1.79966 -0.509
N 2.98223 0.16440 0.06003 0.016

---

#2
10
Properties=species:S:1:pos:R:3:nbo_charge:R:1 method="wB97M-V/def2-TZVPD" gap_ev=10.14 smiles=C1Nc2nonc21 e_homo_ev=-9.68
O 2.42851 0.01552 -0.07895 -0.152
C 0.44354 -0.55083 -0.25447 0.047
C -1.06107 -0.62225 -0.06744 -0.251
N 1.65498 -1.05731 -0.04385 -0.038
H -1.60112 1.43579 0.32381 0.392
H -1.23943 -0.94100 1.08421 0.213
N 1.74248 1.27163 -0.04986 -0.145
N -0.95398 0.95020 -0.18064 -0.570
H -1.85614 -1.37176 -0.62722 0.247
C 0.44222 0.87001 -0.10560 0.257

---

Order of stability, best first: #1, #2

---

#1
10
Properties=species:S:1:pos:R:3:nbo_charge:R:1 method="wB97M-V/def2-TZVPD" gap_ev=9.54 e_homo_ev=-10.08
H 0.70796 2.36688 -0.69236 0.124
N 0.84833 -1.62143 -0.19931 -0.158
O 0.07385 1.84028 1.15145 -0.464
N 1.26424 -0.64220 -0.86981 -0.051
N -1.25075 -1.15758 1.08687 -0.546
C 0.30768 1.59688 -0.00390 0.423
C -0.35762 -0.92415 0.24811 0.368
H -1.11560 -2.07544 1.51630 0.362
C 0.06236 0.23679 -0.62973 -0.298
H -0.48650 0.34945 -1.56992 0.238

---

#2
10
Properties=species:S:1:pos:R:3:nbo_charge:R:1 method="wB97M-V/def2-TZVPD" gap_ev=10.58 smiles="O=c1[nH]n2ccn12" e_homo_ev=-9.58
C -1.24921 0.58631 -0.11828 -0.079
N -0.12469 0.66797 0.76021 -0.096
N 1.04236 0.82962 -0.07465 -0.512
H -1.69592 1.41133 -0.63885 0.222
O 2.17928 -1.22619 -0.30364 -0.535
H 1.78432 1.39770 0.31511 0.401
H -1.91907 -1.53685 -0.40191 0.226
C -1.24121 -0.74378 -0.13106 -0.072
N -0.01817 -0.83408 0.65169 -0.309
C 1.23144 -0.54844 -0.05716 0.754

---

Order of stability, best first: #1, #2